ORCA calculation (ωB97M-V/def2-TZVPD) on a cluster of 11 separate species, C3H28O10S2 in total at a distorted geometry.

```
43
Properties=species:S:1:pos:R:3:forces:R:3
C 1.527 1.457 2.218 0.89 0.02 1.31
C -0.009 1.502 2.174 0.29 0.80 -0.81
C -0.657 0.404 3.085 -1.89 4.03 -1.70
S -1.441 -0.801 2.066 0.35 -1.23 -0.94
S -3.419 -0.543 2.011 -1.33 -0.55 1.10
H 2.038 1.661 1.252 -0.56 0.13 0.63
H 1.890 2.181 2.973 0.12 -0.29 -0.41
H 1.916 0.437 2.574 -0.97 1.54 -0.34
H -0.227 1.421 1.108 -0.59 -0.58 0.17
H -0.510 2.491 2.430 1.33 -0.87 -0.09
H -1.466 1.166 3.474 1.35 -2.71 0.89
H 0.155 -0.058 3.601 -0.14 -0.19 1.37
H -3.673 0.589 1.335 0.66 0.08 -0.38
O -1.517 -1.465 -2.919 -4.13 0.58 0.07
H -0.656 -1.726 -2.711 2.80 -1.04 0.48
H -2.086 -2.088 -2.411 0.58 0.71 -0.68
O 0.799 -2.480 -2.428 0.62 -0.09 0.57
H 0.887 -2.898 -1.524 0.59 0.87 -1.26
H 1.550 -1.849 -2.618 -0.49 -1.16 0.93
O 1.035 2.220 -2.616 5.12 1.40 0.01
H 1.104 2.403 -3.537 -0.07 0.24 -1.07
H 0.195 1.957 -2.478 -4.99 -1.31 0.63
O 2.851 -0.683 0.866 -0.84 -1.57 -2.30
H 1.972 -0.310 0.553 1.10 -0.31 0.45
H 3.202 -0.236 1.585 0.76 1.39 1.71
O 2.951 -0.825 -1.842 1.36 -0.05 -0.55
H 3.332 -0.979 -0.958 -0.42 -0.21 -0.02
H 3.455 -0.031 -2.108 -0.24 -0.21 -0.09
O -1.378 1.271 -1.828 -2.55 0.57 -1.40
H -1.885 0.526 -2.237 0.88 0.40 0.19
H -0.663 0.858 -1.389 1.44 -1.41 1.39
O 3.834 1.720 -1.986 0.11 -0.67 -5.77
H 3.246 2.097 -2.752 1.59 -1.04 2.39
H 3.534 2.144 -1.253 -1.45 1.99 3.41
O -3.279 1.913 0.134 2.72 -0.43 -0.28
H -2.666 1.765 -0.643 0.08 -0.04 1.14
H -4.032 2.157 -0.327 -2.75 0.95 -1.03
O 0.845 -0.001 -0.770 -1.64 0.92 1.32
H 0.721 -0.949 -0.944 0.60 0.46 -0.39
H 1.453 0.440 -1.366 0.26 -0.71 -0.52
O 1.085 -2.514 0.455 -0.76 -0.49 -1.96
H 0.154 -2.507 0.735 1.09 -0.14 1.16
H 1.862 -2.590 1.018 -0.89 0.22 0.69
```
Forces are in eV/Å.

Structure (SMILES): CCCSS.O.O.O.O.O.O.O.O.O.O
LUMO energy, eV: 0.3
HOMO level, eV: -8.36
Net charge: 0
E, a.u.: -1679.800802

ORCA calculation (ωB97M-V/def2-TZVPD) on the ion C9H19N5O with charge +2 at a distorted geometry.

```
34
Properties=species:S:1:pos:R:3:forces:R:3
N -1.203 -1.498 1.035 0.10 -1.62 -0.04
C -1.536 -0.924 -0.194 -1.29 1.94 0.19
N -3.015 -0.530 -0.567 1.79 -0.11 1.99
O -3.796 -1.629 -0.822 -0.20 0.31 -1.69
C -3.620 0.514 0.073 0.09 1.34 -1.01
N -4.939 0.566 0.219 1.26 -1.77 -0.25
C -2.770 1.665 0.261 1.19 -3.71 -0.83
C -1.427 1.549 0.069 0.42 3.46 -0.28
N -0.828 0.412 -0.231 0.68 -1.43 -1.56
N 0.607 0.230 -0.208 -1.28 1.34 0.33
C 1.285 0.662 1.037 2.57 0.95 -0.48
C 2.538 -0.223 1.259 0.06 1.55 -1.90
C 3.453 -0.275 -0.021 -0.05 -1.14 2.28
C 2.610 -0.379 -1.254 -2.74 -2.33 0.83
C 1.486 0.652 -1.332 0.11 0.34 -3.47
H -1.722 -1.284 1.870 -0.22 0.53 0.05
H -1.011 -2.502 1.040 -0.28 0.33 -0.28
H -1.213 -1.524 -1.034 0.06 -0.19 -0.07
H -3.953 -1.467 -1.793 -0.28 -1.00 0.97
H -5.527 1.351 0.289 -0.04 1.60 0.44
H -5.465 -0.265 0.054 -0.17 -0.76 -0.17
H -3.115 2.417 0.817 -1.45 3.33 1.43
H -0.812 2.553 0.008 -0.96 -2.31 0.64
H 0.696 -0.754 -0.123 -0.06 -1.64 -0.24
H 0.647 0.595 1.876 -0.87 0.22 0.70
H 1.700 1.669 0.780 -0.90 -0.50 0.97
H 2.302 -1.210 1.406 -1.19 -2.48 0.82
H 2.910 0.161 2.182 1.06 0.18 0.44
H 4.131 0.563 0.043 0.19 0.40 -0.71
H 4.083 -1.216 -0.052 -0.54 1.14 0.56
H 3.331 -0.406 -1.988 0.79 0.26 -2.54
H 1.991 -1.431 -1.314 1.91 1.95 0.16
H 1.969 1.611 -1.108 -0.85 0.12 -0.13
H 0.935 0.706 -2.408 1.08 -0.31 2.83
```
Forces are in eV/Å.

Structure (SMILES): N[C@H]1N(O)C(=[NH2+])C=CN1[NH+]1CCCCC1
LUMO energy, eV: -7.1
HOMO level, eV: -16.49
Net charge: +2
E, a.u.: -702.617838

ORCA calculation (ωB97M-V/def2-TZVPD) on a cluster of 2 separate species, H6O4Si2 in total.

```
12
Properties=species:S:1:pos:R:3:forces:R:3
O -3.022 -1.508 0.770 -0.12 -0.56 0.07
O -3.125 1.051 0.278 -0.26 -0.06 0.22
O 3.173 -1.124 -0.053 0.09 0.02 0.38
O 2.093 0.846 1.243 -0.19 0.41 0.39
Si -2.433 -0.357 -0.214 0.64 0.29 0.30
Si 2.086 0.104 -0.201 -0.54 -0.55 -0.07
H -3.278 -1.309 1.668 0.01 0.13 0.27
H -2.972 1.859 -0.202 0.15 0.34 -0.19
H 3.373 -1.690 -0.790 0.06 -0.24 -0.37
H 2.862 0.740 1.803 0.18 -0.06 0.18
H -2.868 -0.764 -1.540 -0.17 -0.13 -0.69
H 2.545 1.016 -1.246 0.16 0.42 -0.49
```
Forces are in eV/Å.

LUMO energy (spin up / spin down), eV: -0.3 / -0.2
HOMO level (spin up / spin down), eV: -7.32 / -7.52
Net charge: 0
E, a.u.: -883.592970

ORCA calculation (ωB97M-V/def2-TZVPD) on a cluster of 2 separate species, C3H13N2 in total at a distorted geometry.

```
18
Properties=species:S:1:pos:R:3:forces:R:3
N 0.937 0.135 -2.280 -0.84 -0.33 2.58
H 1.947 0.059 -2.306 0.47 0.24 0.09
H 0.519 0.157 -1.272 1.60 -0.27 -2.56
H 0.605 0.995 -2.651 -0.14 1.06 -1.33
H 0.551 -0.668 -2.740 -0.45 -0.56 -0.88
C 1.089 0.137 0.627 0.20 1.42 2.24
N -0.352 0.305 1.021 0.74 -4.91 -2.85
C -1.160 0.568 -0.136 -1.38 2.03 -0.52
C -0.802 -1.001 1.576 -0.26 0.13 1.45
H 1.411 1.093 0.208 0.31 -0.17 0.07
H 1.252 -0.732 -0.043 -0.43 0.26 0.74
H 1.629 -0.063 1.565 0.19 0.13 -0.47
H -2.219 0.666 0.141 0.28 0.05 -0.18
H -0.822 1.482 -0.644 -0.32 0.06 0.30
H -1.102 -0.260 -0.883 -0.21 0.06 0.91
H -1.884 -1.000 1.859 1.02 0.10 -0.10
H -0.112 -1.251 2.392 -0.61 -0.07 0.09
H -0.635 -1.785 0.785 -0.19 0.77 0.43
```
Forces are in eV/Å.

2S+1: 2
LUMO energy (spin up / spin down), eV: -7.7 / -12.7
HOMO level (spin up / spin down), eV: -21.68 / -22.46
Net charge: +2
Expectation value of S²: 0.7543
E, a.u.: -230.828295

> E of number 4 (C3H13N2)?

-230.828295 a.u.

> The highest E belongs to which entry?

C3H13N2